(1)
The following is a quantum chemistry calculation of a structure of composition C2H8FP3 at a distorted geometry, from the OMol25 dataset.

Calculated values
- HOMO level (eV) = -8.565
- LUMO (Ha) = 0.0227
- HOMO-LUMO gap (eV) = 9.18
- relative energy (zero: lowest compared OMol25 entry of this formula, charge and spin) (kcal/mol) = 22.6
- M (Da) = 144.006

Atoms and positions in Å:
P -2.2563 -0.7121 -0.8468
P 1.1006 -1.6213 -0.1492
P -1.6211 0.1247 1.0302
F 1.1743 1.1317 -1.3538
C 1.3226 1.2075 -0.0117
C 0.6582 -0.0301 0.7134
H 0.4289 -1.1898 -1.3045
H -1.8633 -0.9841 1.8868
H 0.8025 1.9927 0.3903
H -2.1147 0.5960 -1.4991
H 1.0207 -0.0723 1.6934
H -3.5180 -0.5390 -0.5097
H 2.4965 -1.1254 -0.4212
H 2.3692 1.2214 0.3817

(2)
The following is a quantum chemistry calculation of a cluster of 2 separate species, H3O6 in total at a distorted geometry, from the OMol25 dataset.

Calculated values
- HOMO level (alpha / beta) (eV) = -16.880 / -16.893
- LUMO (alpha / beta) (Ha) = -0.3352 / -0.3354
- HOMO-LUMO gap (alpha / beta) (eV) = 7.76 / 7.77
- relative energy (zero: lowest compared OMol25 entry of this formula, charge and spin) (kcal/mol) = 57.2
- M (Da) = 99.018
- total charge = +1

Atoms and positions in Å:
O 1.2941 0.3911 -0.6282
O -0.7962 0.7818 0.3886
O -2.0230 0.5736 0.1545
O 1.9277 -0.0071 0.5540
O 0.0868 0.1204 -0.6955
O -0.0181 -1.7697 -0.3794
H 2.5271 0.6664 0.8659
H -0.7016 -1.9655 0.3124
H -2.2968 1.2092 -0.5723

(3)
The following is a quantum chemistry calculation of an isolated molecule of C5H7NO at a distorted geometry, from the OMol25 dataset.

Calculated values
- HOMO level (eV) = -9.335
- LUMO (Ha) = 0.0350
- SMILES = [H]/N=C1\OC[C@H]2C[C@@H]12
- HOMO-LUMO gap (eV) = 10.29
- relative energy (zero: lowest compared OMol25 entry of this formula, charge and spin) (kcal/mol) = 62.3
- M (Da) = 97.117

Atoms and positions in Å:
O 1.4491 0.3616 -1.0493
N 1.7211 -1.7277 -0.0494
C -0.4350 -0.5730 -0.0031
C -1.4612 -0.6183 -1.0699
C 1.0045 -0.7437 -0.3661
C 0.4991 1.3935 -0.8651
C -0.8170 0.7856 -0.4267
H 2.6853 -1.5635 -0.3385
H -2.4045 -1.1273 -0.7805
H 0.6201 2.1232 -1.6928
H -1.4938 1.5299 -0.0404
H 0.5070 1.7548 0.2338
H -0.7262 -0.9632 0.9551
H -1.2537 -0.6708 -2.1273

Copy entry 2 word for word.
The following is a quantum chemistry calculation of a cluster of 2 separate species, H3O6 in total at a distorted geometry, from the OMol25 dataset.

Calculated values
- HOMO level (alpha / beta) (eV) = -16.880 / -16.893
- LUMO (alpha / beta) (Ha) = -0.3352 / -0.3354
- HOMO-LUMO gap (alpha / beta) (eV) = 7.76 / 7.77
- relative energy (zero: lowest compared OMol25 entry of this formula, charge and spin) (kcal/mol) = 57.2
- M (Da) = 99.018
- total charge = +1

Atoms and positions in Å:
O 1.2941 0.3911 -0.6282
O -0.7962 0.7818 0.3886
O -2.0230 0.5736 0.1545
O 1.9277 -0.0071 0.5540
O 0.0868 0.1204 -0.6955
O -0.0181 -1.7697 -0.3794
H 2.5271 0.6664 0.8659
H -0.7016 -1.9655 0.3124
H -2.2968 1.2092 -0.5723

> Number 3 is which compound?

C5H7NO

> What is the formula in the second record?

H3O6

> Number 2 is which compound?

H3O6